# 1
{
  "formula": "C4H11NOS2",
  "method": "the ωB97M-V functional and the def2-TZVPD basis",
  "lumo_energy_ev": [-2.98, -8.17],
  "homo_lumo_gap_ev": [9.70, 4.51],
  "total_charge": 1,
  "de_lowest_kcal_mol": 73.4,
  "e_tot_ev": -29523.5831,
  "homo_energy_ev": [-12.69, -12.68],
  "spin_multiplicity": 2,
  "species": ["S", "S", "C", "C", "C", "O", "N", "C", "H", "H", "H", "H", "H", "H", "H", "H", "H", "H", "H"],
  "positions_angstrom": [[2.26, -2.20, 0.74], [1.75, -0.64, -0.31], [-0.09, -0.50, -0.02], [-0.63, 0.87, -0.29], [-1.08, 1.70, 0.95], [-1.12, 3.07, 0.38], [-1.84, 0.73, -1.20], [-2.91, -0.01, -0.75], [2.05, -3.33, 0.17], [-0.46, -0.84, 0.94], [-0.78, -1.21, -0.59], [0.03, 1.38, -0.92], [-2.18, 1.54, 1.28], [-0.47, 1.90, 1.81], [-0.23, 3.28, 0.00], [-2.05, 1.53, -1.67], [-3.66, -0.23, -1.56], [-3.50, 0.57, -0.01], [-2.78, -1.11, -0.35]]
}



# 2
{
  "formula": "C2H10N2O",
  "method": "the ωB97M-V functional and the def2-TZVPD basis",
  "lumo_energy_ev": [-3.46, -8.54],
  "homo_lumo_gap_ev": [10.49, 5.41],
  "total_charge": 1,
  "de_lowest_kcal_mol": 9.2,
  "e_tot_ev": -7254.8280,
  "homo_energy_ev": [-13.95, -13.95],
  "spin_multiplicity": 2,
  "species": ["C", "C", "N", "N", "H", "H", "H", "H", "H", "H", "H", "H", "H", "H", "O"],
  "positions_angstrom": [[0.80, 0.51, -0.52], [-0.26, 0.96, -1.60], [-1.48, 1.05, -0.88], [2.10, 0.61, -1.03], [0.54, -0.50, -0.23], [0.68, 1.16, 0.34], [-0.29, 0.28, -2.45], [0.01, 1.97, -1.94], [-1.70, 0.17, -0.42], [-2.27, 1.26, -1.49], [2.49, 1.55, -1.08], [2.43, -0.06, -1.73], [-1.46, -3.26, 3.98], [-0.72, -1.91, 3.95], [-1.00, -2.64, 3.39]]
}



# 3
{
  "formula": "C29H62Cl8N6O9",
  "method": "the ωB97M-V functional and the def2-TZVPD basis",
  "lumo_energy_ev": -0.09,
  "homo_lumo_gap_ev": 8.86,
  "e_tot_ev": -158628.7866,
  "smiles": "O=C1OCCO1.CNC(C)=O.CNC(C)=O.CNC(C)=O.CNC(C)=O.CNC(C)=O.CNC(C)=O.ClCCCl.ClCCCl.ClCCCl.ClCCCl",
  "homo_energy_ev": -8.95,
  "species": ["C", "C", "O", "C", "O", "O", "H", "H", "H", "H", "C", "C", "O", "N", "C", "H", "H", "H", "H", "H", "H", "H", "C", "C", "O", "N", "C", "H", "H", "H", "H", "H", "H", "H", "C", "C", "O", "N", "C", "H", "H", "H", "H", "H", "H", "H", "C", "C", "O", "N", "C", "H", "H", "H", "H", "H", "H", "H", "C", "C", "O", "N", "C", "H", "H", "H", "H", "H", "H", "H", "C", "C", "O", "N", "C", "H", "H", "H", "H", "H", "H", "H", "Cl", "C", "C", "Cl", "H", "H", "H", "H", "Cl", "C", "C", "Cl", "H", "H", "H", "H", "Cl", "C", "C", "Cl", "H", "H", "H", "H", "Cl", "C", "C", "Cl", "H", "H", "H", "H"],
  "positions_angstrom": [[-23.09, 14.15, 8.52], [-23.60, 15.50, 7.94], [-24.52, 15.10, 6.91], [-24.56, 13.76, 6.79], [-25.36, 13.19, 6.07], [-23.82, 13.20, 7.75], [-23.51, 14.08, 9.53], [-22.01, 14.01, 8.50], [-22.73, 16.05, 7.58], [-24.15, 16.08, 8.69], [-18.93, 15.31, 7.59], [-18.31, 14.78, 6.28], [-17.24, 14.18, 6.34], [-18.95, 15.10, 5.17], [-18.71, 14.61, 3.84], [-18.22, 15.80, 8.24], [-19.31, 14.47, 8.17], [-19.78, 16.00, 7.50], [-19.84, 15.52, 5.38], [-18.13, 15.30, 3.23], [-19.64, 14.44, 3.30], [-18.18, 13.66, 3.92], [-25.58, 12.80, 12.31], [-25.13, 12.37, 13.68], [-24.02, 11.87, 13.85], [-26.02, 12.52, 14.69], [-25.72, 12.17, 16.05], [-26.11, 13.75, 12.24], [-26.20, 11.95, 12.01], [-24.77, 12.84, 11.59], [-26.94, 12.87, 14.47], [-25.54, 11.11, 16.21], [-26.50, 12.46, 16.75], [-24.88, 12.80, 16.35], [-19.53, 16.86, 11.13], [-20.53, 17.16, 10.03], [-21.31, 16.28, 9.70], [-20.45, 18.37, 9.47], [-21.42, 18.82, 8.45], [-18.85, 16.06, 10.84], [-20.10, 16.42, 11.95], [-18.97, 17.73, 11.47], [-19.77, 19.04, 9.77], [-21.70, 19.81, 8.79], [-22.34, 18.24, 8.54], [-21.16, 18.86, 7.39], [-23.49, 21.58, 5.01], [-23.67, 20.62, 6.13], [-23.28, 20.89, 7.25], [-24.31, 19.53, 5.75], [-24.57, 18.50, 6.73], [-24.20, 21.55, 4.18], [-22.57, 21.22, 4.56], [-23.37, 22.62, 5.30], [-24.61, 19.54, 4.79], [-25.45, 17.94, 6.39], [-24.86, 18.82, 7.73], [-23.75, 17.78, 6.73], [-21.79, 17.46, 5.16], [-22.72, 16.34, 4.85], [-22.37, 15.20, 5.12], [-23.92, 16.73, 4.36], [-25.02, 15.85, 4.12], [-20.92, 17.45, 4.49], [-21.49, 17.36, 6.21], [-22.28, 18.39, 4.86], [-23.99, 17.58, 3.83], [-25.67, 16.22, 3.33], [-25.65, 15.85, 5.01], [-24.72, 14.80, 4.07], [-26.40, 8.13, 7.28], [-26.27, 9.53, 6.81], [-26.71, 9.77, 5.68], [-25.80, 10.50, 7.54], [-24.96, 10.26, 8.72], [-25.40, 7.74, 7.48], [-26.97, 7.49, 6.61], [-26.94, 8.08, 8.23], [-25.80, 11.42, 7.13], [-25.19, 11.07, 9.41], [-23.94, 10.35, 8.35], [-25.15, 9.36, 9.30], [-28.78, 12.26, 4.35], [-28.59, 12.99, 6.00], [-29.70, 12.49, 6.94], [-29.56, 10.77, 7.34], [-28.74, 14.06, 5.84], [-27.57, 12.95, 6.36], [-30.67, 12.65, 6.47], [-29.77, 13.01, 7.89], [-24.81, 9.74, 1.72], [-26.00, 10.39, 2.86], [-25.57, 11.77, 3.39], [-25.55, 12.94, 2.07], [-26.09, 9.63, 3.63], [-26.94, 10.37, 2.30], [-24.58, 11.68, 3.84], [-26.18, 12.19, 4.19], [-26.78, 18.33, 9.99], [-26.90, 16.50, 10.21], [-27.49, 15.88, 8.90], [-27.71, 14.12, 9.12], [-27.50, 16.37, 11.10], [-25.90, 16.14, 10.47], [-26.93, 16.07, 7.98], [-28.48, 16.30, 8.77], [-19.34, 11.53, 12.84], [-19.82, 12.99, 11.97], [-21.34, 13.09, 11.73], [-21.93, 11.86, 10.58], [-19.26, 12.97, 11.03], [-19.59, 13.81, 12.64], [-21.62, 14.08, 11.36], [-21.84, 12.86, 12.67]]
}